{"formula": "C3H4N3S", "method": "ωB97M-V/def2-TZVPD", "elements": ["H", "C", "H", "C", "N", "N", "H", "C", "S", "N", "H"], "xyz": [[0.705962, -1.915976, 0.214068], [-0.003947, -1.160581, 0.173239], [-1.512211, -1.774546, 1.590201], [-1.590668, 0.166531, 1.017032], [1.169618, 0.804204, -1.055703], [-1.015767, -1.078153, 1.084330], [1.140903, 1.762880, -0.990072], [0.216824, 0.169797, -0.291518], [2.495844, 0.169075, -1.766314], [-0.769062, 0.964968, 0.188625], [-0.837497, 1.891800, -0.163888]], "forces_ev_per_angstrom": [[1.0, -1.6, -0.5], [0.6, 2.0, 1.1], [0.0, -0.9, 0.3], [-1.2, 2.9, 0.3], [1.7, -5.1, 0.2], [1.0, 2.6, -3.1], [-0.2, 3.0, -0.1], [0.4, -0.6, -0.9], [-1.3, 0.6, 0.4], [-0.9, -3.7, 1.8], [-1.1, 0.8, 0.5]], "lowdin_charge": [0.1191, 0.0762, 0.1506, 0.0101, -0.3417, 0.0807, 0.0746, -0.3253, 0.9127, 0.0945, 0.1485], "de_lowest_kcal_mol": 39.98, "charge": 1, "largest_force_ev_per_a": 5.34, "homo_energy_ev": -13.4734, "e_tot_ha": -678.7718, "homo_lumo_gap_ev": 5.5731}

---

{"formula": "C44H124N8O15", "method": "ωB97M-V/def2-TZVPD", "elements": ["H", "H", "H", "H", "H", "C", "H", "C", "C", "H", "H", "C", "N", "C", "C", "H", "H", "C", "O", "H", "H", "H", "H", "H", "H", "H", "O", "C", "C", "H", "H", "H", "H", "O", "H", "C", "H", "H", "H", "C", "H", "H", "C", "H", "H", "O", "C", "H", "H", "H", "H", "H", "H", "H", "H", "C", "H", "H", "H", "H", "H", "H", "H", "H", "H", "N", "H", "H", "C", "H", "H", "C", "C", "H", "H", "H", "H", "H", "H", "H", "C", "H", "C", "H", "C", "H", "H", "H", "H", "H", "H", "H", "C", "N", "C", "H", "C", "C", "O", "O", "H", "H", "H", "H", "H", "O", "H", "C", "H", "O", "N", "H", "H", "C", "N", "H", "H", "H", "O", "O", "H", "H", "H", "C", "C", "H", "H", "H", "H", "H", "C", "H", "O", "C", "H", "H", "H", "C", "H", "C", "H", "H", "H", "H", "O", "H", "C", "H", "H", "H", "C", "O", "H", "H", "H", "C", "H", "H", "H", "N", "C", "H", "H", "H", "H", "H", "H", "C", "O", "H", "C", "H", "C", "C", "H", "H", "C", "H", "H", "H", "C", "N", "H", "N", "O", "H", "H", "H", "H", "C", "C"], "xyz": [[3.005098, -6.168693, 3.226477], [3.629774, -0.193545, -5.575813], [-3.718150, 0.774257, -3.073812], [1.418393, -7.061046, 2.979701], [1.637440, -6.666923, -0.795877], [-2.777396, 4.161476, -2.321912], [3.305307, -1.173213, -2.976308], [2.342435, 4.580877, 0.325596], [2.303789, -6.100534, 1.211354], [2.928002, 4.237430, -1.675624], [-2.557897, 5.013685, -4.737810], [-4.108711, 0.448625, -0.978669], [1.715639, -4.738089, 1.392913], [2.123937, -2.312731, -4.426244], [-4.350238, 2.323904, 2.822025], [0.337160, 4.048230, 6.999035], [-1.438696, -0.174877, 1.376704], [-3.862173, -0.081021, -2.364234], [-2.434051, -6.685393, -2.977455], [-2.290865, -1.987134, 0.753754], [4.205911, 0.669871, 0.506912], [2.060178, 1.220796, 4.236741], [2.978423, 6.259271, 1.445685], [-1.358028, -8.165789, -4.037365], [-0.968768, -6.437538, -1.515582], [1.259928, 6.347115, 0.808978], [3.073503, -3.617895, 3.740313], [-2.650836, -0.988763, -2.376228], [-4.973916, 3.660530, 2.547844], [-2.327785, -4.457395, -0.515383], [1.433900, 4.032850, 0.145105], [1.699630, 6.123973, 6.045001], [-3.914126, 2.685553, 4.897899], [-3.754279, 4.826761, -3.044273], [-2.932089, -1.773234, -1.659843], [2.974946, 0.123481, -4.725594], [-2.755328, 1.923852, -5.099713], [1.191159, -4.762286, -1.475348], [-0.749650, 1.948229, 7.633403], [-3.406746, 2.352631, 3.956498], [-0.866476, -2.981677, -3.224973], [0.449874, -6.985881, 0.489069], [-1.856030, -6.984834, -1.749358], [2.720380, -4.034329, 2.884047], [-3.809358, -4.821118, -1.584328], [0.407465, -4.880248, 1.874736], [-3.296012, 5.621447, -0.234793], [-3.719267, 3.502588, -0.423932], [-2.842592, 6.478242, -0.716526], [0.717697, -0.252708, -3.666086], [2.533651, 7.617096, -2.114332], [3.228956, -2.914944, -1.020381], [4.402898, -5.512715, 1.354932], [1.020641, 2.090416, 1.351199], [1.178589, 3.169437, -3.926337], [0.796027, -3.969682, -0.841099], [3.995768, 0.501828, 5.283401], [1.579986, 0.165309, -2.308777], [-5.038872, 1.022823, -0.946994], [3.588001, -0.615658, 3.953926], [-0.629429, 1.863611, 3.807821], [-1.418631, 1.685879, 5.991662], [5.261979, 0.508268, -0.915803], [-1.836572, 4.646008, -2.609507], [1.877266, -8.026296, 0.292839], [-5.441830, 1.327938, 2.854243], [-0.585288, 1.705280, -3.794153], [3.754956, 3.156869, -4.146181], [4.222267, 0.570457, -0.590124], [-1.735132, -0.494164, -2.006111], [-5.592274, 3.626213, 1.652652], [-2.287758, 1.181129, -5.742490], [3.153859, -3.622311, -0.187957], [2.216404, 5.902413, 4.486000], [3.592621, 5.751356, -1.066121], [2.940218, -2.746654, -5.055637], [3.907607, 4.178730, 5.735055], [1.705275, -2.201627, 1.925408], [1.464563, 2.173269, -2.509195], [-1.982560, -3.359750, -4.600366], [3.722844, 2.294775, -4.804496], [-1.937315, 1.720290, -6.659978], [0.847680, 1.049832, 1.007163], [2.162628, -4.322478, 5.412625], [1.805810, 4.121425, 5.354422], [-5.869810, -0.192047, -2.819649], [-3.965890, -4.900321, 0.063128], [-3.003144, 0.420055, -6.086558], [0.880361, 0.461845, 1.938103], [3.840215, -3.268922, 0.594485], [1.905391, 3.682576, 4.331440], [-0.606907, 1.884397, 0.114395], [3.856659, 0.436347, 4.201995], [3.364028, 3.750559, 0.911449], [1.739759, -3.737980, 0.321387], [-3.762767, 2.063317, 1.955576], [-3.211826, -5.083793, -0.726736], [1.983046, 6.820988, -2.633079], [-1.161615, 0.536107, -5.167800], [2.927544, 1.439992, 3.798182], [-3.008814, 5.585172, 0.823888], [-0.542894, 3.356223, 2.731318], [3.343233, -5.496384, -1.373966], [-4.389299, 5.778558, -0.274256], [-1.495127, 1.980005, 2.382331], [-1.924877, -0.412675, 2.214036], [4.805404, 0.633168, 3.727518], [3.693363, -5.927289, 0.653877], [-3.021686, 1.331634, 4.193740], [-2.284262, 3.239207, 3.783584], [1.543607, 5.576869, 5.200730], [2.653207, 6.395860, -3.368450], [1.093381, -3.658442, 4.302895], [-1.619060, -7.064786, -4.081852], [-2.487045, -6.813910, 0.618452], [4.815297, -4.671205, -0.849066], [2.842464, 2.450967, -5.443012], [-2.200231, -7.777599, 0.724496], [-0.389276, 0.962967, 0.261665], [-0.538894, 2.334418, -3.056849], [-2.739250, 3.098181, -2.567699], [1.647425, 5.349885, 2.227268], [3.797264, -0.405495, -0.751342], [0.769509, 2.930092, -2.977666], [2.698433, 5.075039, -1.105596], [-0.110578, -5.353293, 1.224285], [-5.604290, 4.066316, 3.376755], [3.422063, 2.920512, 0.371333], [-5.052054, -1.241533, -3.686281], [-1.643473, -8.051300, -1.738115], [2.531103, -1.014685, -3.724423], [2.917947, -7.741538, 2.388258], [3.467936, 1.590089, -1.149192], [2.048555, 5.726805, 1.240901], [-1.567433, -0.269144, -4.791334], [2.144228, -2.568469, 5.243328], [-4.274893, 5.382031, -4.925177], [-1.893001, -2.977813, -3.619843], [-3.812141, -7.073501, -1.042167], [-2.935765, 4.226054, -0.787213], [3.145657, 3.509207, 1.855333], [0.300930, -2.222695, 0.907297], [-5.446664, 0.446091, 2.357574], [-0.273854, -4.135286, -0.568035], [0.606913, 2.156109, 6.069321], [3.518891, 1.477382, -2.096547], [2.067610, -3.523464, 4.705464], [-0.381656, 0.434779, 6.612349], [1.679963, 0.744879, 0.358834], [4.030270, -6.929359, 0.425539], [3.001785, 3.756691, 6.215935], [3.609202, 1.150788, -4.007958], [0.728565, 3.799073, -2.267537], [-1.610715, -2.541293, 2.243461], [-0.324881, 3.865087, 5.353187], [-2.911577, -6.565319, -0.744101], [2.019407, 0.408168, -5.201983], [3.001636, 4.156710, 7.245587], [1.714979, -1.654681, 0.217618], [-1.650464, 3.707145, -0.257089], [-1.166870, 2.604540, 3.186294], [1.099970, 7.128781, -3.162223], [-5.724423, 1.218612, 3.784339], [-4.197658, 4.375902, 2.332789], [-2.539906, -3.513109, -2.975663], [-2.247319, -6.932738, -4.956927], [1.312541, -1.999154, -5.094543], [0.512360, 3.573313, 5.966595], [1.577721, 5.798418, -1.671578], [-3.256674, -1.886928, 2.247289], [2.411348, -6.829506, 2.576968], [-3.333109, 1.184977, -0.796902], [1.517817, -6.978223, 0.247523], [-0.524360, 1.508850, 6.633931], [-0.740463, -6.422077, -4.081347], [4.660520, 2.232690, -5.411199], [3.826150, -4.936141, -0.548010], [-3.844197, 3.717500, -4.778561], [-1.491574, 3.917591, 0.713562], [-0.896130, 4.161323, -0.757474], [1.385629, -2.396057, 0.883214], [1.391190, -0.580078, -2.968763], [1.715510, -2.968134, -3.650483], [-5.046483, -0.786307, -2.768273], [-2.366695, -1.596019, -3.640307], [-4.079381, -0.354151, -0.294566], [-3.244458, -6.681232, 1.298089], [3.210870, 2.699724, 6.230635], [0.802203, -3.143768, -1.496717], [-2.269900, -1.781854, 1.827479], [-3.570760, 4.715977, -4.436919]], "forces_ev_per_angstrom": [[-0.3, -0.5, 0.2], [-0.2, -0.1, 0.7], [0.4, -0.3, 0.5], [0.3, 0.2, 0.1], [-0.1, 0.0, 0.2], [0.4, -0.4, 0.7], [0.5, -0.2, -0.2], [-0.1, 0.7, -0.7], [-0.2, 0.4, -0.1], [0.5, -1.6, -1.4], [0.0, -0.3, 0.0], [0.5, 1.6, -1.0], [0.2, -0.9, 0.5], [0.5, 0.8, -0.5], [-1.1, -0.8, -2.1], [0.3, -0.6, -1.1], [-0.2, 1.0, 1.3], [-0.1, 1.0, -1.8], [0.2, 0.1, -1.1], [-0.1, 0.5, -0.1], [0.1, 0.3, -0.3], [1.2, 0.5, -0.5], [-0.1, 0.3, -0.1], [0.0, 1.1, 0.1], [1.1, 0.5, -0.2], [0.3, 0.3, 0.1], [0.3, -0.4, -1.8], [0.4, -0.8, 0.6], [-0.5, 1.0, 0.1], [-0.5, -0.2, -0.4], [-0.9, -0.5, 0.1], [0.1, -0.4, -0.1], [0.2, 0.0, -0.7], [-1.3, 0.6, -0.1], [0.3, -0.2, 0.0], [-0.2, -2.0, -0.1], [0.0, -0.2, 0.3], [-0.4, -0.4, 0.0], [0.2, -0.6, -0.4], [1.0, -0.7, 2.6], [-0.2, -0.2, -0.3], [0.1, -0.2, -0.1], [-1.2, 0.1, 0.5], [0.2, 0.7, 1.4], [0.5, 0.5, -0.8], [-0.1, 0.6, 1.0], [-0.8, -0.8, 0.4], [0.5, 0.7, -0.5], [0.4, 0.0, -0.2], [-0.2, 0.1, 0.7], [-0.4, 0.1, -0.1], [-0.2, 0.0, 0.1], [0.0, -0.1, 1.0], [0.0, -0.4, -0.4], [0.2, 0.6, -1.0], [-0.5, -1.5, -0.1], [0.1, -0.1, 0.1], [0.0, 0.0, -0.1], [-0.1, -0.4, 0.1], [-0.2, 0.7, 0.0], [0.0, 0.8, 0.4], [0.4, 0.1, 0.4], [0.1, 0.4, -0.1], [0.4, -0.4, 0.3], [-0.2, 0.5, 0.1], [0.3, 0.6, -0.2], [0.1, 0.0, 0.0], [0.3, 0.2, 0.1], [0.6, -0.8, 1.5], [-0.4, 0.1, 0.0], [-0.1, -0.2, 0.0], [0.3, 0.4, -1.8], [1.3, -0.6, 0.0], [-0.6, 0.1, 0.7], [-0.6, -0.5, 0.0], [-0.7, 0.1, 0.7], [-0.3, 0.0, 0.2], [0.3, -0.2, -0.6], [-0.5, 0.9, -0.4], [0.2, -0.3, -1.1], [0.7, 0.7, -0.5], [-0.3, -0.3, 0.7], [0.3, 0.4, 0.1], [0.2, -0.5, 0.8], [-1.2, 0.1, 0.6], [0.3, 0.1, 0.4], [0.6, -0.1, 0.1], [-0.1, 0.4, 0.2], [-0.5, -0.2, -0.5], [-0.5, 0.5, 0.2], [0.1, 0.4, 0.8], [-1.0, 0.4, -0.6], [-0.2, -0.4, 0.4], [0.5, 0.8, -0.7], [0.1, 0.3, -0.1], [0.4, -0.1, -0.6], [-1.0, 0.3, 0.2], [0.3, -1.4, 1.2], [-0.5, -0.4, 0.3], [-1.2, -0.8, 0.3], [-0.1, 0.4, -0.1], [0.5, 0.4, 0.4], [0.2, 0.8, -0.2], [0.4, -0.1, 0.0], [-0.4, -0.4, -0.8], [0.9, -1.5, -2.5], [0.2, 0.2, -0.2], [1.4, 1.1, -0.7], [-0.3, 0.5, -0.4], [-0.4, -0.3, 0.1], [1.1, -0.3, -1.2], [0.3, -0.3, -0.3], [-1.0, 0.3, -0.6], [-0.6, -0.8, 0.6], [0.4, -1.0, 0.8], [0.9, -0.5, 0.0], [0.2, -0.2, -0.1], [0.1, -0.2, 0.1], [1.1, -0.5, 0.9], [0.5, 0.5, -0.1], [0.2, 0.0, -0.3], [0.4, 0.3, -0.9], [-0.4, -0.6, -0.3], [-0.4, -1.5, 2.4], [0.1, 2.4, 1.7], [-0.5, -0.3, -0.5], [0.5, -0.5, -0.4], [0.3, -0.9, -0.4], [0.8, 0.2, 0.4], [0.1, -0.4, 0.4], [1.0, 0.6, -0.4], [0.6, -0.9, 0.0], [-0.2, 0.5, 0.0], [-0.8, -0.2, 1.2], [0.5, -0.1, 0.4], [-0.1, -0.2, -0.2], [-0.1, 0.3, 0.1], [0.3, 2.4, 1.2], [-0.6, -0.5, 0.0], [-0.2, 0.0, 0.2], [-0.2, -0.2, 0.6], [0.1, -0.3, 0.0], [0.9, 0.3, 0.1], [0.9, -0.1, 0.0], [0.2, -0.3, 0.1], [-0.1, 0.1, -0.9], [0.3, 0.2, 0.3], [0.4, -0.1, 0.4], [-0.2, 0.1, 0.3], [0.4, -0.2, -0.4], [1.4, 0.8, -0.6], [-0.8, -0.2, 0.1], [-0.1, -0.7, -1.1], [0.2, 0.1, 0.3], [-0.4, 0.0, -0.3], [0.1, 0.6, 0.8], [0.2, 0.6, 0.1], [-0.5, -0.2, -0.4], [0.8, 1.2, -0.8], [0.1, -0.1, -0.6], [-0.6, -0.8, -0.3], [-0.4, 0.4, 0.1], [-0.8, -0.5, 1.4], [0.3, 0.5, 0.2], [-0.5, -0.8, 0.7], [0.2, 0.2, -0.2], [-0.1, -0.4, -0.1], [0.1, 0.0, 1.2], [0.8, 0.4, -0.3], [-0.5, -0.7, -0.1], [-0.6, 1.7, -0.5], [0.4, 0.0, 0.6], [-0.2, -0.6, -0.5], [-0.8, 1.3, -0.6], [0.3, -0.2, -0.4], [-0.7, 0.2, 0.2], [-2.2, -1.7, -0.3], [0.4, -0.3, -0.1], [-0.4, 0.3, 0.4], [0.2, 0.1, -0.1], [-1.7, 0.3, 1.9], [-1.1, 0.1, -0.1], [0.3, -0.2, -0.4], [-1.5, -1.3, -0.8], [-0.2, -0.1, -0.7], [-0.2, -0.7, 1.1], [0.4, 0.1, -0.5], [-0.3, -0.5, 0.2], [0.0, 1.5, -0.5], [-0.4, 0.6, 1.0], [-0.4, 0.2, 0.2]], "lowdin_charge": [0.0863, 0.1371, 0.1329, 0.0922, 0.0684, -0.2306, 0.1198, -0.4617, -0.5088, 0.0713, 0.0963, -0.0469, -0.0939, -0.0489, -0.4499, 0.1493, 0.0394, -0.4606, -0.1945, 0.0592, 0.0898, 0.0842, 0.0852, 0.1042, 0.0979, 0.0805, -0.1709, -0.1746, -0.0666, 0.0666, 0.1014, 0.0701, 0.1400, -0.1711, 0.1133, -0.1833, 0.0435, 0.0723, 0.0984, -0.2058, 0.0789, 0.0644, -0.2233, 0.0553, 0.0694, -0.0135, -0.0490, 0.1277, 0.0730, 0.0617, 0.0904, 0.1143, 0.1182, 0.0719, 0.0607, -0.0172, 0.0721, 0.0529, 0.0920, 0.0764, 0.0950, 0.0732, 0.0920, 0.1228, 0.1028, 0.0652, 0.0263, 0.0824, -0.1578, 0.1336, 0.0746, -0.1372, -0.1372, 0.0664, 0.1397, 0.0925, 0.0844, 0.1054, 0.0656, 0.0796, -0.1110, 0.0957, -0.1197, 0.0630, -0.4287, 0.0758, 0.0894, 0.0917, 0.0780, 0.1357, 0.1245, 0.0175, -0.1429, 0.0868, -0.5159, 0.1214, -0.0663, -0.0675, -0.1557, -0.1576, 0.0617, 0.0821, 0.1035, 0.0835, 0.0440, -0.1530, 0.0721, -0.1299, 0.1242, -0.1756, 0.0330, 0.0738, 0.0595, -0.0860, 0.0398, 0.1023, 0.0891, 0.0731, -0.1455, -0.1448, 0.0999, 0.0747, 0.0493, -0.1031, -0.1726, 0.0498, 0.0971, 0.0188, 0.0785, 0.1281, -0.4298, 0.0684, -0.1439, -0.0565, 0.0525, 0.0752, 0.0854, -0.0223, 0.1340, -0.3698, 0.0514, 0.0761, 0.0686, 0.0829, -0.2224, 0.0325, -0.1813, 0.0859, 0.0584, 0.1184, -0.0650, -0.2147, 0.0690, 0.0635, 0.0942, -0.4406, 0.1214, 0.0864, 0.0527, 0.0680, -0.1225, 0.0783, 0.0407, 0.0490, 0.0490, 0.0849, 0.0782, -0.2125, -0.2357, 0.0688, -0.0035, 0.0671, -0.0300, -0.0893, 0.0842, 0.1080, -0.1535, 0.0695, 0.0560, 0.0565, -0.0183, 0.0774, 0.0557, 0.0364, -0.2263, 0.0614, 0.0907, 0.0502, 0.0447, -0.1337, -0.0986], "largest_force_ev_per_a": 3.03, "homo_energy_ev": -8.6263, "e_tot_ha": -3317.1557, "homo_lumo_gap_ev": 9.1115}